(1)
ORCA calculation (ωB97M-V with the def2-TZVPD basis set) on a molecular structure, C28H42BrClCuF3NO6 at a distorted geometry.

```
83
Properties=species:S:1:pos:R:3:mulliken_charge:R:1
C 0.326 -0.393 3.940 -1.159
N 0.022 0.136 2.612 -0.316
C -1.327 -0.054 2.036 2.460
C -1.603 1.276 1.332 -3.147
O -2.770 1.226 0.567 -0.140
C -2.976 2.403 -0.208 -1.101
C -2.439 -0.292 3.071 -1.698
C -2.591 0.757 4.182 -0.607
O -3.010 0.100 5.382 -0.614
C -3.624 1.874 3.902 0.705
F -4.366 1.654 2.823 -0.268
F -4.461 2.023 4.929 -0.289
F -2.995 3.051 3.747 -0.297
C -1.250 -1.204 0.952 0.725
C -0.291 -2.348 1.338 -0.491
C -0.673 -3.239 2.453 -0.226
O -1.656 -3.728 2.786 -0.289
Br 1.001 -3.818 3.575 -0.098
C -2.645 -1.784 0.613 -1.466
C -2.607 -2.842 -0.468 -0.544
C -2.527 -2.471 -1.822 0.012
C -2.516 -3.417 -2.845 -0.845
C -2.600 -4.780 -2.547 -0.546
C -2.673 -5.168 -1.208 -0.961
C -2.684 -4.213 -0.185 -0.231
O -0.843 -0.652 -0.295 -0.418
C 0.549 -0.532 -0.584 1.059
C 1.091 -1.767 -1.350 -0.986
C 2.319 -2.405 -0.641 -0.985
C 2.261 -3.925 -0.637 -0.385
Cl 3.260 -4.562 0.732 -0.217
C 0.725 0.722 -1.453 -1.770
C 2.087 1.382 -1.266 -0.236
C 2.286 2.470 -2.322 -0.779
C 3.627 3.211 -2.200 -0.674
C 3.507 4.679 -2.580 -0.623
O 3.817 4.816 -3.983 -0.312
C 4.232 6.041 -4.339 0.724
C 5.202 6.069 -5.470 -1.004
O 3.858 7.035 -3.797 -0.535
H -0.270 -1.255 4.222 0.393
H 1.370 -0.702 3.980 0.337
H 0.220 0.348 4.733 0.374
H 0.264 1.117 2.612 0.510
H -1.694 2.064 2.089 0.738
H -0.719 1.542 0.748 1.070
H -3.768 2.993 0.246 0.273
H -3.232 2.116 -1.221 0.295
H -2.084 3.028 -0.253 0.452
H -2.255 -1.234 3.582 0.588
H -3.407 -0.423 2.605 1.085
H -1.654 1.254 4.416 0.462
H -2.210 -0.260 5.773 0.387
H -0.215 -3.007 0.471 -0.116
H 0.720 -2.009 1.525 1.019
H -3.170 -2.161 1.484 0.805
H -3.240 -0.965 0.226 0.954
H -2.471 -1.425 -2.081 0.411
H -2.470 -3.105 -3.876 0.444
H -2.618 -5.509 -3.340 0.443
H -2.757 -6.216 -0.960 0.421
H -2.771 -4.565 0.832 0.523
H 1.176 -0.370 0.289 0.163
H 0.321 -2.534 -1.372 0.134
H 1.403 -1.504 -2.351 0.735
H 2.447 -2.036 0.372 0.357
H 3.219 -2.112 -1.174 0.655
H 1.259 -4.292 -0.452 0.053
H 2.699 -4.354 -1.527 0.490
H -0.084 1.429 -1.278 0.454
H 0.643 0.468 -2.507 0.628
H 2.857 0.626 -1.424 0.111
H 2.169 1.827 -0.276 0.356
H 2.219 2.016 -3.307 0.284
H 1.439 3.149 -2.235 0.336
H 4.287 2.785 -2.950 0.289
H 4.059 3.114 -1.210 0.493
H 2.499 5.047 -2.413 0.337
H 4.171 5.318 -2.004 0.470
H 4.882 6.816 -6.184 0.299
H 6.179 6.343 -5.086 0.276
H 5.300 5.105 -5.958 0.304
Cu 0.246 -5.800 4.463 0.477
```

Output
frontier orbital gap: 6.18 eV
charge: +1
2S+1: 1
E_HOMO: -11.4727 eV

---

(2)
ORCA calculation (ωB97M-V with the def2-TZVPD basis set) on C5H8O in the gas phase.

```
14
Properties=species:S:1:pos:R:3:nbo_charge:R:1
C -0.623 2.214 -0.787 -0.265
C -0.292 1.067 -0.619 0.002
C 0.066 -0.333 -0.349 -0.332
C 1.582 -0.523 -0.249 -0.592
C -0.636 -0.783 0.942 -0.038
O -2.030 -0.612 0.887 -0.711
H -0.897 3.233 -0.954 0.243
H -0.328 -0.948 -1.168 0.233
H 1.996 0.087 0.559 0.212
H 2.076 -0.232 -1.180 0.222
H 1.820 -1.573 -0.046 0.212
H -0.458 -1.853 1.095 0.182
H -0.192 -0.244 1.795 0.158
H -2.191 0.324 0.695 0.474
```

Output
frontier orbital gap: 11.10 eV
2S+1: 1
energy relative to the best compared isomer or geometry (same formula, charge and spin): 195.8 kJ/mol
E_HOMO: -10.0773 eV

---

(3)
ORCA calculation (ωB97M-V with the def2-TZVPD basis set) on 3 unconnected molecules or ions with the total composition C5H14N2O2.

```
23
Properties=species:S:1:pos:R:3:nbo_charge:R:1
C 0.569 -1.749 0.683 -0.218
C 0.820 -0.918 -0.578 -0.445
C 0.108 0.411 -0.598 0.217
C 0.751 1.566 -0.360 -0.575
C -2.256 0.442 -0.198 -0.453
N -1.192 0.316 -1.038 -0.710
N 1.291 -1.205 1.848 -0.852
H 0.881 -2.774 0.451 0.148
H -0.497 -1.766 0.895 0.208
H 1.907 -0.756 -0.685 0.167
H 0.484 -1.514 -1.423 0.218
H 1.812 1.626 -0.133 0.163
H 0.239 2.517 -0.368 0.193
H -2.171 0.609 0.873 0.148
H -3.251 0.381 -0.614 0.140
H 2.232 -0.964 1.554 0.351
H 1.371 -1.916 2.566 0.351
H -0.345 0.678 -4.112 0.450
H -1.368 0.840 -2.994 0.515
O -1.199 1.083 -3.936 -0.994
H 0.150 0.291 2.594 0.495
H 0.066 1.789 2.623 0.461
O -0.402 1.013 2.949 -0.979
```

Output
frontier orbital gap (spin up / spin down): 3.65 / 7.25 eV
charge: -1
2S+1: 2
energy relative to the best compared isomer or geometry (same formula, charge and spin): 3.9 kJ/mol
E_HOMO (spin up / spin down): -0.0661 / -3.7071 eV

---

(4)
ORCA calculation (ωB97M-V with the def2-TZVPD basis set) on a molecular structure, C4H5FeO3 at a distorted geometry.

```
13
Properties=species:S:1:pos:R:3:nbo_charge:R:1
H 0.834 1.487 -0.841 0.563
O 0.748 -0.753 -2.881 -0.731
C 0.653 -0.150 -1.811 1.107
O 0.994 1.095 -1.715 -0.523
Fe 1.258 -0.636 -4.565 1.704
O 0.189 -0.841 -0.686 -0.413
C 0.208 -0.340 0.589 0.361
C -0.990 -0.201 1.282 -0.356
C -1.043 0.198 2.598 0.183
H 1.196 -0.167 1.025 0.267
H -1.913 -0.429 0.741 0.300
H -2.000 0.328 3.102 0.285
H -0.133 0.409 3.162 0.253
```

Output
frontier orbital gap (spin up / spin down): 7.46 / 5.76 eV
charge: +3
2S+1: 7
E_HOMO (spin up / spin down): -22.4450 / -24.5719 eV

---

(5)
ORCA calculation (ωB97M-V with the def2-TZVPD basis set) on 2 unconnected molecules or ions with the total composition C5H10NO3 at a distorted geometry.

```
19
Properties=species:S:1:pos:R:3:nbo_charge:R:1
C -2.087 0.934 -0.211 -0.707
C -1.284 1.549 -1.302 0.647
O -1.692 2.605 -1.844 -0.716
N -0.031 1.161 -1.607 -0.859
H -2.687 1.610 0.423 0.215
H -1.554 0.409 0.575 0.231
H 0.333 1.584 -2.447 0.364
H 0.421 0.089 -1.490 0.452
H -2.828 0.225 -0.640 0.234
C 1.588 -1.492 0.740 -0.509
C 1.428 -0.192 1.559 -0.604
C 0.346 -1.720 -0.059 0.773
O -0.597 -2.291 0.486 -0.717
O 0.371 -1.280 -1.276 -0.806
H 2.576 -1.397 0.247 0.197
H 1.591 -2.294 1.502 0.203
H 2.334 0.087 2.139 0.184
H 0.557 -0.303 2.209 0.204
H 1.216 0.718 0.995 0.214
```

Output
frontier orbital gap: 8.91 eV
charge: -1
2S+1: 1
energy relative to the best compared isomer or geometry (same formula, charge and spin): 79.2 kJ/mol
E_HOMO: -5.0057 eV

---

(6)
ORCA calculation (ωB97M-V with the def2-TZVPD basis set) on C4H8 in the gas phase at a distorted geometry.

```
12
Properties=species:S:1:pos:R:3:nbo_charge:R:1
C -0.438 1.379 0.035 -0.431
C 0.050 0.073 -0.094 0.005
C 1.569 -0.354 -0.015 -0.678
C -1.202 -0.871 -0.045 -0.696
H 0.347 2.212 0.314 0.197
H -1.514 1.601 -0.006 0.204
H 1.902 -0.452 1.193 0.231
H 1.368 -1.510 -0.346 0.231
H 2.268 0.342 -0.663 0.248
H -0.919 -2.039 0.299 0.204
H -1.830 -0.971 0.909 0.240
H -1.494 -0.549 -0.979 0.245
```

Output
frontier orbital gap: 9.78 eV
2S+1: 1
energy relative to the best compared isomer or geometry (same formula, charge and spin): 319.1 kJ/mol
E_HOMO: -8.7928 eV

---

Number 1: DFT total energy -6572.30373 a.u.. Number 2: DFT total energy -270.48331 a.u.. Number 3: DFT total energy -458.84258 a.u.. Number 4: DFT total energy -1643.31595 a.u.. Number 5: DFT total energy -477.07181 a.u.. Number 6: DFT total energy -157.06240 a.u..